1.
Here is 2 unconnected molecules or ions with the total composition C6H9N in a non-equilibrium geometry from the OMol25 dataset. Energies are from ωB97M-V with the def2-TZVPD basis set.

Computed properties:
LUMO = 0.846 eV
E_HOMO = -0.318 hartree
Multiplicity = 1
Orbital gap = 9.495 eV
Structure (SMILES) = C1C2=N[C@H]12.C=CC
Total energy = -288.559686 Ha
ΔE to the lowest compared entry with this formula, charge and spin = 583.8 kJ/mol

Each line ends with the Mulliken charge.
Atoms and positions in Å:
C -1.95 -0.13 -0.55  -0.15
C -2.22 -0.40 0.83  -0.37
C -0.98 0.70 0.59  -0.15
C 1.09 -1.06 -0.88  -0.91
C 1.93 1.18 0.24  -0.91
C 1.32 -0.31 0.23  0.03
N -1.41 1.11 -0.58  -0.33
H -2.89 0.17 1.40  0.28
H -2.21 -1.45 1.04  0.25
H -1.88 -0.80 -1.36  0.39
H 0.81 -2.09 -1.00  0.34
H 1.14 -0.56 -1.87  0.20
H 1.13 1.77 0.66  0.31
H 2.16 1.36 -0.79  0.29
H 2.85 1.20 0.87  0.31
H 1.11 -0.70 1.17  0.42


2.
Here is a molecular structure, C6H9N from the OMol25 dataset. Energies are from ωB97M-V with the def2-TZVPD basis set.

Computed properties:
LUMO = 1.164 eV
E_HOMO = -0.315 hartree
Multiplicity = 1
Orbital gap = 9.722 eV
Total energy = -288.656863 Ha
ΔE to the lowest compared entry with this formula, charge and spin = 328.7 kJ/mol

Each line ends with the Mulliken charge.
Atoms and positions in Å:
C 1.88 0.42 0.08  -0.89
N 0.94 -0.58 -0.41  -0.16
C 0.05 -1.12 0.61  -0.58
C -1.06 -0.09 0.84  -0.28
C -0.93 1.01 -0.22  -0.66
C -0.29 -0.09 -1.10  -0.36
C -1.13 -1.12 -0.27  -0.30
H 1.43 1.15 0.77  0.31
H 2.32 0.96 -0.76  0.29
H 2.69 -0.08 0.62  0.32
H 0.38 -1.84 1.36  0.40
H -1.68 -0.11 1.73  0.43
H -0.41 1.94 -0.02  0.30
H -1.93 1.21 -0.63  0.31
H -0.21 0.01 -2.18  0.44
H -2.03 -1.68 -0.42  0.44


3.
Here is a single C6H9N molecule from the OMol25 dataset. Energies are from ωB97M-V with the def2-TZVPD basis set.

Computed properties:
LUMO = 1.031 eV
E_HOMO = -0.351 hartree
Multiplicity = 1
Orbital gap = 10.586 eV
Structure (SMILES) = C#CC[C@]1(C)CN1
Total energy = -288.677356 Ha
ΔE to the lowest compared entry with this formula, charge and spin = 274.9 kJ/mol

Each line ends with the Mulliken charge.
Atoms and positions in Å:
C 0.84 -1.05 0.84  -1.38
C 0.20 -0.38 -0.36  1.12
C -1.28 -0.07 -0.20  -0.93
C -1.49 1.02 0.76  -0.33
C -1.59 1.93 1.54  0.01
C 1.01 0.52 -1.21  -0.67
N 0.58 -0.80 -1.70  -0.72
H 0.61 -0.50 1.76  0.35
H 1.93 -1.11 0.73  0.36
H 0.45 -2.08 0.95  0.32
H -1.82 -0.97 0.13  0.30
H -1.69 0.20 -1.18  0.36
H -1.69 2.73 2.23  0.40
H 0.54 1.36 -1.71  0.25
H 2.05 0.67 -0.95  0.28
H 1.36 -1.46 -1.65  0.29


What did the first record say?
Here is 2 unconnected molecules or ions with the total composition C6H9N in a non-equilibrium geometry from the OMol25 dataset. Energies are from ωB97M-V with the def2-TZVPD basis set.

Computed properties:
LUMO = 0.846 eV
E_HOMO = -0.318 hartree
Multiplicity = 1
Orbital gap = 9.495 eV
Structure (SMILES) = C1C2=N[C@H]12.C=CC
Total energy = -288.559686 Ha
ΔE to the lowest compared entry with this formula, charge and spin = 583.8 kJ/mol

Each line ends with the Mulliken charge.
Atoms and positions in Å:
C -1.95 -0.13 -0.55  -0.15
C -2.22 -0.40 0.83  -0.37
C -0.98 0.70 0.59  -0.15
C 1.09 -1.06 -0.88  -0.91
C 1.93 1.18 0.24  -0.91
C 1.32 -0.31 0.23  0.03
N -1.41 1.11 -0.58  -0.33
H -2.89 0.17 1.40  0.28
H -2.21 -1.45 1.04  0.25
H -1.88 -0.80 -1.36  0.39
H 0.81 -2.09 -1.00  0.34
H 1.14 -0.56 -1.87  0.20
H 1.13 1.77 0.66  0.31
H 2.16 1.36 -0.79  0.29
H 2.85 1.20 0.87  0.31
H 1.11 -0.70 1.17  0.42


- The lowest LUMO belongs to which entry?
  number 1